Molecular formula: C94H208N10O15
Method: DFT, the ωB97M-V functional and the def2-TZVPD basis

Calculated values
lowest unoccupied orbital energy: 0.4 eV
charge: 0
electronic energy: -5381.9316 a.u.
max |F|: 0.0833 hartree/bohr

Element x y z (Å)
C  4.10  -3.49  -1.46
C  5.02  -3.81  -2.57
C  4.42  -4.88  -3.51
C  3.43  -4.47  -4.57
C  4.14  -3.40  -5.36
C  4.58  -2.19  -4.48
N  5.52  -2.74  -3.39
O  5.82  -1.64  -2.52
C  5.51  -1.27  -5.19
C  3.37  -1.43  -3.90
C  6.37  -4.44  -2.07
H  4.06  -4.07  -0.52
H  3.01  -3.47  -1.80
H  4.19  -2.46  -1.10
H  5.24  -5.37  -4.04
H  3.97  -5.62  -2.88
H  2.41  -4.04  -4.27
H  3.16  -5.27  -5.25
H  3.61  -2.83  -6.11
H  5.09  -3.77  -5.77
H  4.98  -0.69  -5.96
H  5.78  -0.48  -4.47
H  6.40  -1.63  -5.69
H  2.82  -0.96  -4.72
H  2.86  -2.05  -3.20
H  3.78  -0.54  -3.41
H  6.28  -5.25  -1.28
H  7.01  -3.66  -1.74
H  6.74  -4.94  -2.92
H  6.75  -1.64  -2.52
C  -4.26  -1.82  -0.60
C  -5.48  -2.50  0.12
C  -6.63  -1.51  0.12
C  -7.29  -1.50  -1.20
C  -7.71  -2.84  -1.82
C  -6.53  -3.80  -1.80
N  -5.99  -3.76  -0.48
O  -5.05  -4.84  -0.22
C  -7.04  -5.26  -2.05
C  -5.51  -3.47  -2.92
C  -5.02  -2.80  1.55
H  -4.37  -1.58  -1.67
H  -3.45  -2.51  -0.54
H  -3.88  -0.94  -0.04
H  -7.41  -1.79  0.83
H  -6.38  -0.50  0.49
H  -6.54  -1.04  -1.83
H  -8.11  -0.77  -1.26
H  -8.13  -2.79  -2.83
H  -8.45  -3.30  -1.13
H  -7.66  -5.70  -1.24
H  -7.50  -5.39  -3.07
H  -6.14  -5.86  -1.98
H  -5.26  -2.41  -3.09
H  -4.61  -3.93  -2.60
H  -5.85  -3.80  -3.91
H  -5.62  -3.57  2.03
H  -4.92  -1.84  2.06
H  -3.99  -3.17  1.53
H  -4.27  -4.70  -0.77
C  2.26  -0.17  -0.31
C  0.92  0.62  -0.43
C  -0.10  -0.20  -1.33
C  -1.46  0.46  -1.25
C  -1.94  0.34  0.21
C  -1.09  1.19  1.17
N  0.33  0.68  0.97
O  1.17  1.61  1.78
C  -1.27  2.64  0.97
C  -1.50  0.70  2.59
C  1.23  2.01  -1.01
H  2.07  -1.09  0.22
H  2.94  0.48  0.26
H  2.58  -0.34  -1.31
H  0.24  -0.36  -2.39
H  -0.15  -1.21  -0.79
H  -2.26  0.01  -1.80
H  -1.42  1.53  -1.48
H  -1.90  -0.74  0.50
H  -2.98  0.60  0.45
H  -1.04  3.02  -0.05
H  -2.31  2.94  1.05
H  -0.52  3.19  1.55
H  -2.60  0.88  2.78
H  -1.29  -0.38  2.65
H  -1.04  1.23  3.48
H  1.84  2.61  -0.33
H  0.39  2.56  -1.29
H  1.87  1.85  -1.84
H  1.89  1.09  2.22
C  0.35  2.66  8.30
C  1.18  3.37  7.25
C  1.56  2.40  6.13
C  0.38  2.17  5.21
C  -0.23  3.43  4.62
C  -0.55  4.48  5.72
N  0.59  4.58  6.57
O  0.27  5.65  7.61
C  -0.85  5.81  5.03
C  -1.81  4.14  6.48
C  2.50  3.79  7.87
H  -0.29  3.29  8.90
H  1.03  2.09  8.91
H  -0.24  1.86  7.82
H  2.31  2.86  5.58
H  1.95  1.45  6.53
H  -0.34  1.56  5.77
H  0.61  1.59  4.33
H  -1.13  3.24  4.03
H  0.65  3.78  4.04
H  0.05  6.27  4.56
H  -1.51  5.58  4.27
H  -1.29  6.54  5.62
H  -1.83  4.52  7.53
H  -2.74  4.52  6.04
H  -2.03  3.06  6.53
H  3.23  3.94  7.06
H  2.95  3.11  8.57
H  2.52  4.75  8.49
H  1.10  6.14  7.42
C  6.79  2.37  -4.65
C  7.25  2.19  -3.21
C  8.19  3.31  -2.84
C  7.44  4.65  -2.55
C  6.51  4.45  -1.37
C  5.40  3.34  -1.71
N  6.20  2.15  -2.17
O  5.37  1.05  -2.42
C  4.67  2.82  -0.47
C  4.40  3.75  -2.73
C  8.11  0.89  -3.22
H  5.79  1.97  -4.80
H  7.54  1.91  -5.34
H  6.71  3.46  -4.93
H  8.79  2.95  -2.01
H  8.96  3.46  -3.63
H  6.88  4.89  -3.44
H  8.16  5.48  -2.51
H  5.98  5.39  -1.26
H  7.04  4.14  -0.51
H  4.05  1.98  -0.71
H  5.41  2.50  0.22
H  4.14  3.61  0.02
H  4.82  4.05  -3.67
H  3.64  3.04  -2.94
H  3.80  4.56  -2.27
H  9.15  1.12  -3.29
H  7.87  0.24  -4.04
H  7.99  0.40  -2.27
H  5.70  0.33  -1.86
C  5.85  -0.29  0.62
C  6.08  -1.34  1.71
C  7.09  -0.67  2.65
C  7.51  -1.58  3.74
C  6.23  -1.78  4.57
C  5.07  -2.36  3.81
N  4.85  -1.53  2.56
O  3.81  -2.31  1.84
C  5.31  -3.88  3.62
C  3.78  -2.24  4.62
C  6.61  -2.66  1.06
H  5.52  0.66  1.10
H  5.22  -0.68  -0.11
H  6.89  -0.12  0.33
H  7.90  -0.23  2.01
H  6.67  0.23  3.09
H  8.20  -1.10  4.41
H  7.99  -2.54  3.46
H  5.97  -0.79  4.91
H  6.46  -2.36  5.49
H  4.71  -4.14  2.76
H  6.34  -4.19  3.50
H  4.81  -4.35  4.52
H  3.23  -1.35  4.37
H  3.05  -2.97  4.38
H  3.95  -2.27  5.68
H  5.83  -3.32  0.71
H  7.34  -3.22  1.65
H  7.15  -2.32  0.21
H  2.93  -2.09  2.10
C  -2.18  -7.25  -0.91
C  -1.05  -6.54  -1.77
C  -0.66  -7.46  -2.95
C  0.29  -6.80  -3.99
C  -0.53  -5.57  -4.43
C  -0.95  -4.60  -3.30
N  -1.63  -5.37  -2.27
O  -1.95  -4.49  -1.17
C  0.32  -3.79  -2.75
C  -1.92  -3.51  -3.82
C  0.14  -6.40  -0.82
H  -1.81  -8.26  -0.84
H  -3.09  -7.13  -1.48
H  -2.21  -6.66  0.10
H  -0.35  -8.44  -2.51
H  -1.62  -7.78  -3.41
H  0.43  -7.44  -4.85
H  1.17  -6.35  -3.58
H  -1.48  -5.87  -4.96
H  0.00  -4.93  -5.13
H  0.03  -3.23  -1.80
H  1.16  -4.43  -2.58
H  0.62  -3.08  -3.58
H  -2.76  -3.92  -4.40
H  -2.21  -2.94  -2.91
H  -1.34  -2.83  -4.49
H  1.02  -6.04  -1.39
H  0.40  -7.37  -0.42
H  -0.04  -5.67  -0.08
H  -1.16  -4.16  -0.73
C  -4.99  0.26  -4.43
C  -4.96  1.76  -4.10
C  -5.91  2.62  -5.01
C  -6.29  4.02  -4.53
C  -6.88  3.84  -3.12
C  -5.97  3.14  -2.15
N  -5.54  1.82  -2.77
O  -4.61  1.20  -1.84
C  -4.69  3.91  -1.64
C  -6.85  2.84  -0.88
C  -3.57  2.30  -4.19
H  -4.89  -0.31  -3.45
H  -4.23  -0.07  -5.14
H  -5.98  0.01  -4.84
H  -5.48  2.68  -6.00
H  -6.80  2.01  -5.14
H  -7.12  4.40  -5.13
H  -5.48  4.76  -4.43
H  -7.85  3.30  -3.19
H  -7.10  4.85  -2.70
H  -3.94  3.33  -1.19
H  -4.14  4.43  -2.48
H  -5.02  4.55  -0.89
H  -6.21  2.71  -0.01
H  -7.66  3.56  -0.78
H  -7.32  1.87  -1.03
H  -3.09  2.15  -5.17
H  -3.00  1.82  -3.42
H  -3.58  3.37  -4.04
H  -5.03  0.34  -1.72
C  -1.90  4.26  -7.54
C  -0.61  3.90  -6.79
C  -0.57  4.71  -5.50
C  0.68  4.37  -4.65
C  0.66  2.89  -4.33
C  0.54  1.97  -5.55
N  -0.58  2.47  -6.48
O  -0.45  1.76  -7.73
C  1.92  1.83  -6.22
C  0.12  0.57  -5.21
C  0.54  4.29  -7.76
H  -1.89  5.31  -7.90
H  -2.76  4.12  -6.91
H  -1.98  3.68  -8.49
H  -0.63  5.79  -5.82
H  -1.35  4.32  -4.86
H  0.73  4.98  -3.70
H  1.61  4.55  -5.17
H  -0.09  2.58  -3.61
H  1.67  2.71  -3.91
H  1.86  1.59  -7.28
H  2.58  2.72  -6.07
H  2.37  0.86  -5.80
H  0.69  0.16  -4.38
H  -0.99  0.68  -4.87
H  0.29  -0.06  -6.05
H  0.42  3.71  -8.65
H  1.51  3.97  -7.45
H  0.42  5.39  -8.04
H  -1.13  1.08  -7.62
C  -4.59  -2.54  5.80
C  -4.74  -1.12  6.18
C  -6.14  -0.75  5.77
C  -6.65  0.52  6.43
C  -6.54  0.34  7.98
C  -5.04  0.15  8.40
N  -4.58  -1.07  7.61
O  -3.22  -1.38  8.03
C  -4.10  1.33  8.19
C  -5.02  -0.26  9.76
C  -3.77  -0.30  5.35
H  -4.63  -2.80  4.71
H  -5.35  -3.05  6.37
H  -3.61  -3.04  6.12
H  -6.22  -0.87  4.69
H  -6.86  -1.45  6.13
H  -7.72  0.72  6.24
H  -6.11  1.45  6.15
H  -6.99  -0.64  8.24
H  -7.00  1.09  8.56
H  -3.09  0.96  8.19
H  -4.20  1.85  7.22
H  -4.20  2.04  8.94
H  -5.45  -1.26  9.91
H  -4.01  -0.38  10.12
H  -5.63  0.41  10.45
H  -3.85  -0.65  4.25
H  -2.72  -0.55  5.69
H  -3.98  0.77  5.26
H  -3.44  -2.17  8.55
O  -0.23  -3.73  0.97
H  0.31  -3.01  1.37
H  -0.48  -4.22  1.80
O  1.05  -1.83  2.41
H  0.87  -1.04  1.87
H  0.52  -1.69  3.23
O  3.33  0.75  2.86
H  2.89  0.91  3.70
H  3.95  0.03  3.02
C  -1.91  6.44  -0.65
C  -0.93  5.70  -1.56
O  -0.22  6.58  -2.49
H  -2.72  7.01  -1.09
H  -1.46  7.20  -0.06
H  -2.26  5.78  0.18
H  -1.54  5.08  -2.20
H  -0.16  5.11  -1.04
H  0.22  7.18  -1.90
C  0.82  -1.46  7.09
C  0.16  -2.43  6.06
O  -0.32  -1.79  4.94
H  1.34  -0.72  6.48
H  1.27  -1.93  7.96
H  0.07  -0.89  7.61
H  -0.60  -3.01  6.63
H  0.88  -3.12  5.62
H  -1.23  -1.43  5.11